(1)
{"formula": "C23H37Ge2N4V", "method": "the ωB97M-V functional and the def2-TZVPD basis", "e_homo_ev": [-16.894, -17.541], "energy_ha": -6214.5534, "spin_multiplicity": 4, "gap_ev": [6.6, 7.2], "charge": 3, "symbols": ["V", "C", "C", "N", "C", "C", "N", "C", "C", "N", "H", "H", "H", "H", "H", "H", "H", "H", "H", "H", "H", "H", "H", "H", "H", "C", "Ge", "C", "C", "Ge", "C", "C", "C", "C", "C", "C", "C", "C", "C", "C", "C", "C", "H", "H", "H", "H", "H", "H", "H", "H", "H", "H", "H", "H", "H", "H", "H", "H", "H", "H", "H", "C", "C", "N", "H", "H", "H"], "xyz": [[0.2315, -0.6496, -0.4399], [0.0037, 1.0273, 2.0365], [-0.4304, 1.8268, 0.7907], [-1.0734, 0.9301, -0.1901], [-2.4368, 0.4888, 0.2201], [-2.6778, -0.9274, -0.2927], [-1.4625, -1.7525, -0.0643], [-1.3321, -2.3382, 1.2916], [-0.7785, -1.3348, 2.3098], [0.2374, -0.4107, 1.7118], [0.9163, 1.4675, 2.4391], [-0.7438, 1.1170, 2.8235], [-1.0927, 2.6441, 1.0864], [0.4421, 2.2694, 0.2999], [-1.1686, 1.4445, -1.0617], [-2.5043, 0.5164, 1.3052], [-3.2030, 1.1603, -0.1668], [-3.5528, -1.3617, 0.1952], [-2.8690, -0.9083, -1.3652], [-1.5206, -2.5375, -0.7090], [-2.2929, -2.7131, 1.6526], [-0.6632, -3.1962, 1.2179], [-1.5910, -0.7500, 2.7344], [-0.3477, -1.8989, 3.1373], [1.1389, -0.6574, 2.1151], [3.2288, 4.2156, -0.2631], [3.8837, 2.7462, -1.3933], [2.9295, 2.5919, -3.1010], [5.7803, 2.2759, -1.3771], [2.9296, 0.5563, -0.0187], [2.3668, -1.2097, -0.8695], [2.9905, -1.2315, -2.1300], [3.2907, -2.4265, -2.7662], [2.9287, -3.6305, -2.1768], [2.2783, -3.6373, -0.9465], [2.0072, -2.4454, -0.2897], [3.5425, 0.1621, 1.7810], [3.6592, -1.1134, 2.3556], [4.1189, -1.2531, 3.6529], [4.4761, -0.1292, 4.3943], [4.4010, 1.1373, 3.8270], [3.9379, 1.2831, 2.5314], [4.0402, 4.9341, -0.1388], [2.9140, 3.8877, 0.7252], [2.4001, 4.7142, -0.7634], [3.1942, 3.4764, -3.6853], [1.8509, 2.5919, -2.9534], [3.2326, 1.7147, -3.6697], [6.3084, 3.0808, -1.8939], [5.9616, 1.3444, -1.9103], [6.1680, 2.2023, -0.3628], [3.2602, -0.2952, -2.6101], [3.7985, -2.4195, -3.7221], [3.1635, -4.5661, -2.6673], [2.0233, -4.5798, -0.4783], [1.5919, -2.5003, 0.7130], [3.4510, -1.9995, 1.7714], [4.2212, -2.2415, 4.0813], [4.8278, -0.2451, 5.4109], [4.7148, 2.0059, 4.3905], [3.8870, 2.2741, 2.0909], [-0.4447, -0.8581, -4.9198], [-0.2327, -0.7889, -3.4997], [-0.0630, -0.7381, -2.3623], [-1.4322, -1.2704, -5.1357], [0.3056, -1.4964, -5.3890], [-0.3842, 0.1393, -5.3586]], "forces_ev_per_a": [[1.0116, -0.3501, 1.0359], [-0.1602, 0.2390, -0.0663], [0.0325, 0.0111, 0.3056], [-0.4781, 0.8759, -0.0939], [-0.1013, -0.2951, -0.0585], [-0.0161, 0.2555, 0.1843], [-0.7497, -0.6009, 0.1134], [-0.0114, 0.0506, 0.3433], [-0.2620, -0.2079, -0.0834], [0.1393, -0.0572, 0.4658], [0.0245, -0.0632, 0.0004], [-0.0001, -0.0735, 0.0115], [0.0460, 0.0396, -0.0316], [-0.0300, 0.0275, -0.0232], [-0.0354, 0.0484, -0.0011], [0.0325, 0.0640, 0.0086], [0.0247, 0.0592, 0.0515], [0.0027, -0.0323, -0.0401], [0.0355, -0.0307, -0.0189], [-0.0135, -0.0095, -0.0064], [0.0178, -0.0534, -0.0304], [-0.0025, 0.0024, -0.1011], [0.0362, 0.0669, -0.0060], [0.0516, 0.0835, 0.0285], [-0.0127, 0.0518, 0.0685], [0.2784, -0.1969, -0.2598], [-0.4776, -0.3091, 0.1937], [0.3083, 0.0765, 0.2636], [-0.3357, 0.0773, 0.0413], [0.6353, -0.4881, 0.2679], [0.6658, 0.4101, -0.0399], [0.0174, 0.1430, 0.1138], [0.0126, -0.1223, -0.0430], [0.0435, 0.0908, -0.0877], [-0.1412, 0.0081, 0.0780], [0.2460, 0.0093, 0.1309], [-0.2173, 0.2847, -0.5317], [0.0222, -0.0424, -0.0545], [-0.0207, -0.0657, -0.0163], [-0.0317, 0.0201, -0.0483], [0.0255, 0.0661, 0.0721], [-0.0482, 0.0265, -0.0958], [-0.0186, 0.0101, 0.0181], [0.0088, -0.0049, -0.0100], [-0.0214, -0.0241, 0.0061], [-0.0382, -0.0095, -0.0294], [-0.0024, 0.0166, 0.0360], [0.0200, 0.0182, 0.0018], [0.0019, -0.0010, 0.0015], [-0.0126, 0.0084, -0.0175], [-0.0185, 0.0210, 0.0088], [-0.0395, -0.0423, -0.0408], [0.0073, -0.0075, 0.0117], [-0.0136, -0.0010, -0.0008], [-0.0150, 0.0042, -0.0094], [-0.0197, 0.0157, -0.0006], [-0.0173, -0.0261, 0.0292], [0.0117, 0.0200, 0.0258], [0.0374, 0.0002, -0.0124], [-0.0260, -0.0111, 0.0217], [0.0325, 0.0072, 0.0618], [-0.1168, -0.0151, -0.5675], [0.0326, -0.0309, 0.4148], [-0.3999, -0.0444, -2.1830], [0.0113, 0.0045, 0.0668], [0.0202, 0.0043, 0.0776], [0.0112, -0.0020, 0.0486]], "mulliken_spin": [2.861, -0.002, 0.015, -0.006, 0.029, 0.006, -0.020, -0.010, 0.037, -0.106, 0.001, -0.001, 0.004, -0.009, 0.016, -0.001, -0.001, 0.001, -0.004, 0.007, 0.001, -0.006, 0.001, 0.002, -0.017, 0.000, 0.018, 0.000, 0.003, 0.125, 0.047, 0.054, 0.002, -0.003, 0.022, -0.034, -0.024, 0.014, -0.002, 0.009, -0.004, 0.000, 0.000, 0.001, 0.000, 0.000, 0.000, 0.001, 0.002, 0.000, 0.000, -0.008, 0.000, 0.000, 0.001, -0.011, -0.003, 0.000, 0.000, 0.000, 0.000, -0.001, 0.216, -0.240, 0.005, 0.005, 0.006]}

***

(2)
{"formula": "C23H37LaN8OSSi", "method": "the ωB97M-V functional and the def2-TZVPD basis", "e_homo_ev": -7.184, "energy_ha": -2131.3914, "e_above_lowest_kcal_mol": 20.1, "gap_ev": 7.6, "symbols": ["La", "N", "C", "S", "N", "N", "C", "C", "C", "C", "C", "C", "C", "O", "H", "H", "H", "H", "H", "H", "H", "C", "C", "N", "C", "C", "N", "C", "C", "N", "H", "H", "H", "H", "H", "H", "H", "H", "H", "H", "H", "H", "H", "H", "H", "C", "C", "C", "C", "C", "C", "N", "N", "Si", "C", "C", "C", "H", "H", "H", "H", "H", "H", "H", "H", "H", "H", "H", "H", "H", "H", "H"], "xyz": [[-0.3738, -0.2897, -0.5413], [-4.7194, -2.4637, -0.9886], [-3.5773, -1.7261, -1.0936], [-2.1172, -2.5861, -0.7578], [-3.7162, -0.4764, -1.4341], [-2.5921, 0.2906, -1.5865], [-2.8069, 1.4013, -2.2195], [-1.7939, 2.2955, -2.7037], [-2.1871, 3.5511, -3.1894], [-1.3060, 4.4073, -3.8046], [0.0241, 4.0208, -3.9527], [0.4491, 2.8020, -3.4885], [-0.4242, 1.8908, -2.8424], [0.0303, 0.7488, -2.4474], [-4.6045, -3.4623, -0.9586], [-5.5558, -2.0995, -1.4146], [-3.8406, 1.6373, -2.4830], [-3.2198, 3.8499, -3.0695], [-1.6395, 5.3585, -4.1878], [0.7292, 4.6783, -4.4385], [1.4776, 2.4932, -3.6219], [0.0959, 3.5475, 0.4140], [1.3945, 3.0923, -0.2876], [1.6474, 1.6571, -0.1740], [2.3966, 1.2711, 1.0175], [1.5773, 1.5035, 2.2932], [0.2267, 0.9556, 2.1775], [-0.8444, 1.7888, 2.7136], [-1.7175, 2.3815, 1.5785], [-0.9456, 2.5211, 0.3486], [0.2929, 3.7756, 1.4605], [-0.2202, 4.4897, -0.0536], [1.2973, 3.3332, -1.3461], [2.2305, 3.6730, 0.1291], [2.1770, 1.3678, -0.9943], [2.6433, 0.2090, 0.9325], [3.3377, 1.8391, 1.1145], [2.1343, 1.0584, 3.1279], [1.5259, 2.5778, 2.4781], [0.2096, 0.0452, 2.6219], [-1.4986, 1.1958, 3.3538], [-0.4391, 2.5950, 3.3363], [-2.5414, 1.6924, 1.3638], [-2.1471, 3.3370, 1.9203], [-1.5725, 2.7414, -0.4225], [1.8525, -2.0457, -3.4428], [2.0817, -2.6090, -2.0720], [2.9242, -3.6916, -1.8940], [3.0617, -4.2215, -0.6131], [2.3570, -3.6760, 0.4283], [1.5059, -2.5715, 0.1938], [1.4187, -2.0441, -1.0621], [0.7447, -1.9489, 1.1008], [0.2525, -2.6223, 2.5961], [-1.4324, -1.7968, 3.0118], [-0.1160, -4.4924, 2.7120], [1.5169, -2.2232, 3.9886], [1.2715, -2.7605, -4.0263], [2.8008, -1.8840, -3.9538], [1.2970, -1.1102, -3.3791], [3.4427, -4.1222, -2.7362], [3.7138, -5.0689, -0.4552], [2.4314, -4.0779, 1.4240], [-1.7716, -1.1301, 2.2169], [-1.4135, -1.2388, 3.9455], [-2.1852, -2.5682, 3.1134], [-0.6602, -4.8231, 1.8326], [-0.7293, -4.7071, 3.5835], [0.7887, -5.0861, 2.7905], [1.7278, -1.1608, 4.0755], [2.4612, -2.7197, 3.7895], [1.1606, -2.5699, 4.9526]], "forces_ev_per_a": [[0.3988, 0.0218, 2.4433], [-0.2316, -0.0040, 0.0302], [0.4104, 0.2353, -0.1093], [0.2402, -0.1791, 0.0755], [-1.1418, 0.1467, -0.0431], [-0.4287, 0.2310, -0.4520], [-0.4380, -0.8217, 0.2668], [0.9395, -0.0072, -0.1221], [0.0163, 0.0017, 0.0320], [-0.0459, 0.1840, -0.0011], [-0.0260, -0.0329, 0.0307], [-0.0981, -0.2781, -0.0071], [-0.3205, 1.0253, -0.7850], [0.3486, 0.2378, -1.1332], [-0.0097, 0.1008, 0.0001], [0.0428, 0.0724, 0.0139], [0.0385, -0.0883, 0.0565], [-0.1371, -0.0505, -0.0453], [-0.0665, 0.1103, 0.0147], [0.0665, 0.0879, -0.0825], [0.0553, -0.0723, -0.0064], [0.3075, -0.1574, -0.1354], [-0.2981, 0.1661, 0.1072], [0.4840, -0.1677, -0.1942], [0.0396, 0.0336, 0.3069], [0.4038, -0.0960, -0.4010], [-0.1370, -0.5342, 0.2996], [-0.2228, 0.2458, -0.1718], [0.1057, -0.0779, 0.1289], [-0.4997, 0.1316, -0.4693], [-0.0318, 0.0313, -0.0049], [-0.0513, -0.1278, 0.0806], [0.1266, -0.0352, 0.1560], [0.0102, 0.0217, -0.1223], [-0.0752, 0.0588, 0.1183], [-0.0079, 0.0237, 0.0152], [-0.0601, -0.1183, -0.0260], [-0.1188, 0.0911, -0.0211], [-0.0459, -0.0964, 0.1040], [-0.0007, 0.1154, -0.0104], [0.0634, -0.0020, 0.0560], [-0.0008, -0.0822, -0.0431], [-0.0243, 0.0990, 0.0095], [-0.0569, -0.1691, -0.0443], [0.0595, -0.0062, 0.2000], [-0.0655, 0.0727, 0.1058], [0.2912, -0.1519, -0.3257], [-0.0639, 0.0579, -0.0073], [-0.1235, 0.0988, -0.0777], [0.0582, -0.0642, -0.0573], [0.0695, 0.0944, -0.0286], [0.2890, -0.2558, -0.0929], [-0.0949, -0.3318, 0.3831], [-0.3981, -0.0883, 0.8309], [0.6669, 0.0127, -0.1042], [0.3920, 0.6172, -0.3072], [-0.5438, -0.1423, -0.5844], [-0.0359, 0.0356, -0.0856], [-0.0058, 0.0356, -0.0668], [0.0633, -0.0161, -0.1184], [0.0389, 0.0017, -0.0845], [0.0468, -0.0690, 0.0919], [0.0452, -0.0529, 0.1768], [-0.0744, 0.0232, -0.0391], [0.0111, 0.1227, 0.1792], [-0.2156, -0.1797, -0.0235], [-0.1286, -0.0573, -0.1932], [-0.0782, 0.1037, 0.1660], [0.1704, -0.1630, 0.0055], [-0.0017, 0.2489, -0.0145], [0.2234, -0.1292, -0.0781], [-0.1183, -0.0921, 0.2349]], "mulliken_charge": [1.270, -0.476, 0.534, -0.621, -1.368, 0.891, -0.416, -0.411, -0.507, -0.854, -0.320, -0.443, 1.251, -0.516, 0.216, 0.248, 0.332, 0.445, 0.425, 0.422, 0.464, -0.906, -0.871, 0.063, -1.038, -0.743, 0.291, -0.752, -0.784, -0.068, 0.386, 0.560, 0.114, 0.464, 0.265, 0.256, 0.450, 0.519, 0.354, -0.445, 0.373, 0.420, 0.372, 0.368, -0.014, -1.108, 0.259, -0.707, -0.649, -0.806, 0.503, 0.483, 0.381, 0.003, -1.014, -1.262, -1.075, 0.293, 0.421, -0.156, 0.452, 0.431, 0.410, 0.063, 0.403, 0.379, 0.334, 0.429, 0.371, 0.236, 0.315, 0.407]}

***

(3)
{"formula": "C23H37N2O2P3Ru", "method": "the ωB97M-V functional and the def2-TZVPD basis", "e_homo_ev": [-15.973, -19.817], "energy_ha": -2275.8331, "e_above_lowest_kcal_mol": 0.0, "spin_multiplicity": 5, "gap_ev": [3.5, 3.2], "charge": 4, "symbols": ["P", "C", "H", "H", "H", "C", "H", "H", "H", "C", "H", "H", "H", "P", "C", "H", "H", "H", "C", "H", "H", "H", "C", "H", "H", "H", "P", "C", "H", "H", "H", "C", "H", "H", "H", "C", "H", "H", "H", "Ru", "C", "O", "C", "O", "C", "C", "C", "C", "C", "C", "H", "H", "H", "H", "H", "H", "N", "C", "C", "C", "C", "N", "C", "C", "H", "H", "H", "H"], "xyz": [[3.3411, -1.4989, 0.0356], [3.9990, -1.6074, 1.7381], [5.0593, -1.8556, 1.7031], [3.4342, -2.3783, 2.2682], [3.8429, -0.6356, 2.2197], [4.0652, -2.9824, -0.7586], [4.1010, -2.8238, -1.8406], [3.4028, -3.8178, -0.5313], [5.0578, -3.1531, -0.3533], [4.4839, -0.2005, -0.6221], [5.4857, -0.6265, -0.7359], [4.5102, 0.6422, 0.0841], [4.1193, 0.1653, -1.5904], [-1.1329, 3.7748, -1.3431], [-1.2160, 4.3020, 0.4053], [-1.4116, 5.3771, 0.5205], [-0.2570, 4.0384, 0.8712], [-2.0087, 3.7222, 0.8961], [-0.0808, 4.9680, -2.2803], [-0.1146, 4.6966, -3.3433], [0.9434, 4.8567, -1.9169], [-0.4217, 6.0027, -2.1456], [-2.8267, 4.0455, -2.0403], [-3.0086, 5.0985, -2.2645], [-3.5574, 3.6892, -1.3143], [-2.9100, 3.4496, -2.9491], [-2.2097, -2.7411, 0.3168], [-2.9128, -3.3205, 1.9371], [-3.6030, -4.1318, 1.7456], [-3.4227, -2.4549, 2.3522], [-2.0863, -3.6105, 2.5803], [-3.7152, -2.9251, -0.7473], [-4.3102, -3.7574, -0.3844], [-3.4260, -3.0700, -1.7859], [-4.2729, -1.9976, -0.6606], [-1.2342, -4.1909, -0.2456], [-1.8487, -5.0955, -0.2864], [-0.3884, -4.3324, 0.4473], [-0.8200, -3.9643, -1.2456], [-0.3392, 1.2785, -1.7154], [0.9370, 1.6218, -0.2925], [1.7116, 1.7453, 0.5673], [-1.6782, 1.0672, -0.3089], [-2.4601, 0.8668, 0.5284], [-1.4982, 0.4409, -3.4820], [-0.9736, -0.6967, -2.8725], [0.3860, -0.7352, -2.5351], [1.2446, 0.2834, -2.9831], [0.7035, 1.4655, -3.4948], [-0.6964, 1.5517, -3.7424], [-2.5231, 0.4407, -3.8232], [-1.5919, -1.5795, -2.6972], [0.8078, -1.6273, -2.0534], [2.3144, 0.1391, -2.9331], [1.3437, 2.2585, -3.8458], [-1.0843, 2.4058, -4.2539], [0.2039, -0.6154, 7.7169], [0.1612, -0.4885, 6.5359], [0.1046, -0.3245, 5.1138], [0.4013, -1.3790, 4.2468], [0.3231, -1.1569, 2.8625], [-0.0363, 0.0156, 2.3304], [-0.3137, 1.0304, 3.1635], [-0.2540, 0.9089, 4.5554], [0.6886, -2.3601, 4.6198], [0.5554, -1.9648, 2.1591], [-0.5990, 1.9843, 2.7145], [-0.4883, 1.7667, 5.1830]], "forces_ev_per_a": [[4.4489, 0.0100, 0.0202], [-1.8446, 0.2527, 0.4107], [0.0575, -0.0308, -0.2576], [0.3444, 0.0122, 0.2312], [0.1571, -0.2300, 0.0721], [-1.8875, -0.1094, -0.5400], [0.0456, -0.1511, 0.1416], [0.3252, -0.3512, -0.1711], [0.1450, 0.1597, 0.2339], [-1.4857, 0.9606, -0.1311], [-0.1904, -0.2892, 0.0578], [0.0107, -0.2157, -0.2783], [0.3692, -0.0271, 0.1736], [-0.1777, 0.1242, -1.1702], [0.2630, -0.3814, -0.0956], [0.0424, -0.3183, -0.1178], [-0.1706, 0.2893, 0.0177], [0.0830, 0.2325, -0.0815], [-0.0856, -0.5745, 0.4477], [-0.0133, 0.1366, 0.2363], [-0.0108, 0.1906, -0.1273], [0.0207, -0.2918, -0.0093], [0.6623, -0.4668, 0.4038], [0.1043, -0.0698, 0.0792], [-0.1034, 0.0204, -0.0789], [-0.1291, 0.1297, -0.0375], [-2.4126, -3.7307, -0.2279], [1.2182, 1.7269, -0.0925], [-0.0700, -0.2132, -0.2072], [-0.2933, -0.1637, 0.3525], [-0.1350, -0.1577, 0.1885], [0.8577, 1.6329, -0.2323], [0.0940, -0.1804, 0.2288], [-0.0307, -0.0365, -0.0288], [-0.4400, -0.0082, -0.1375], [1.6098, 1.2513, -0.1186], [-0.2513, 0.2368, 0.1065], [-0.2943, -0.2135, -0.2813], [-0.2229, -0.3336, 0.3495], [1.3433, 3.5769, 5.0183], [1.6111, -0.1292, 1.5899], [-1.8166, -0.1041, -2.1569], [-3.0186, -1.7089, 1.7900], [1.8707, 0.7801, -1.5361], [-0.6387, -0.4218, -0.5422], [-1.0984, -1.8538, -0.8318], [0.6531, -0.1224, 0.2499], [0.2452, -0.8582, -0.3679], [0.5930, 0.5757, -1.4828], [0.0870, -0.2345, -1.8249], [-0.2096, 0.1494, 0.2817], [0.0861, 0.3800, -0.1020], [-0.1988, 0.4257, -0.2285], [0.0413, 0.2873, 0.3094], [0.1299, 0.0920, 0.0811], [-0.2592, 0.3480, -0.1538], [-0.0372, 0.1098, -1.0557], [-0.0205, 0.0887, -0.6372], [0.0876, -0.2678, 2.1427], [0.3914, -1.3810, -1.6517], [0.1593, -0.5648, 1.3058], [-0.1260, 0.4022, 0.3751], [-0.0076, 0.0687, 0.3824], [-0.4657, 1.5544, -0.7590], [-0.0588, 0.2083, 0.0444], [-0.0762, 0.2570, 0.3420], [0.0852, -0.3157, 0.1365], [0.0371, -0.1639, -0.0477]], "mulliken_spin": [0.653, 0.073, 0.030, -0.002, -0.003, 0.074, -0.004, -0.001, 0.032, 0.076, 0.031, -0.003, -0.005, 0.059, 0.002, 0.003, 0.000, 0.000, 0.001, 0.000, 0.000, 0.002, 0.002, 0.001, 0.000, -0.001, 0.660, 0.081, 0.029, -0.005, -0.003, 0.064, 0.031, -0.002, -0.002, 0.062, 0.037, -0.002, -0.003, 0.424, 0.000, -0.003, 0.134, -0.007, 0.005, 0.278, 0.005, 0.032, -0.014, 0.088, 0.008, 0.033, 0.008, 0.021, 0.001, 0.002, 0.456, 0.136, 0.104, 0.110, -0.003, 0.182, -0.034, 0.120, -0.001, -0.044, -0.004, -0.006]}